1.
DFT (the ωB97M-V functional and the def2-TZVPD basis) results for C32H34Cl2IrN4O3 as an isolated structure at a distorted geometry.

Each line ends with the Mulliken charge.
Element x y z (Å)
Ir (0.760, 1.014, -1.805)  2.78
O (-1.038, 2.400, -2.670)  -0.59
C (-2.273, 1.849, -3.114)  -0.09
C (-2.076, 1.289, -4.521)  -0.97
C (-0.923, 0.278, -4.611)  -0.83
C (-1.150, -0.952, -3.793)  0.56
C (-1.735, -2.089, -4.345)  -0.78
C (-1.860, -3.233, -3.579)  -0.49
C (-1.445, -3.184, -2.254)  -1.23
C (-0.908, -2.006, -1.773)  -0.24
N (-0.742, -0.919, -2.524)  0.74
H (-1.192, 3.151, -2.091)  0.22
H (-3.042, 2.626, -3.146)  0.54
H (-2.607, 1.064, -2.422)  0.00
H (-1.846, 2.118, -5.191)  0.45
H (-3.008, 0.828, -4.846)  0.40
H (-0.002, 0.762, -4.245)  -0.18
H (-0.784, -0.007, -5.654)  0.60
H (-2.074, -2.071, -5.368)  0.56
H (-2.257, -4.144, -4.001)  0.45
H (-1.539, -4.042, -1.609)  0.53
H (-0.590, -1.933, -0.744)  0.34
C (-2.550, -0.968, 3.926)  -1.35
C (-1.116, -1.113, 4.345)  0.51
C (-0.787, -1.587, 5.605)  -0.77
C (0.534, -1.682, 6.009)  -0.77
C (1.550, -1.281, 5.157)  -1.06
C (1.255, -0.810, 3.892)  -0.20
C (-0.074, -0.750, 3.479)  0.86
N (-0.448, -0.243, 2.227)  0.38
C (0.212, -0.177, 1.041)  -0.79
N (1.239, -1.033, 0.855)  0.65
C (2.145, -1.260, -0.190)  1.28
C (2.052, -0.643, -1.449)  -0.40
C (2.993, -0.975, -2.423)  -0.96
C (4.020, -1.859, -2.150)  -1.21
C (4.092, -2.465, -0.904)  -0.87
C (3.167, -2.190, 0.086)  0.88
C (3.274, -2.887, 1.408)  -1.54
N (-0.242, 0.662, 0.139)  0.01
C (-1.454, 1.347, 0.342)  -0.35
C (-2.657, 0.646, 0.190)  -0.17
C (-3.868, 1.292, 0.351)  -1.08
C (-3.898, 2.642, 0.670)  -1.02
C (-2.711, 3.340, 0.810)  -0.99
C (-1.480, 2.717, 0.657)  1.16
C (-0.214, 3.487, 0.835)  -0.79
H (-3.200, -1.353, 4.706)  0.43
H (-2.754, -1.517, 3.006)  0.28
H (-2.806, 0.083, 3.765)  0.31
H (-1.574, -1.885, 6.279)  0.40
H (0.766, -2.048, 6.996)  0.41
H (2.577, -1.320, 5.482)  0.46
H (2.042, -0.420, 3.261)  0.44
H (-1.322, 0.273, 2.240)  -0.11
H (1.435, -1.603, 1.670)  -0.12
H (2.935, -0.517, -3.403)  0.44
H (4.762, -2.075, -2.902)  0.43
H (4.880, -3.173, -0.705)  0.38
H (4.111, -3.577, 1.381)  0.45
H (2.376, -3.465, 1.626)  0.41
H (3.452, -2.179, 2.215)  0.34
H (-2.622, -0.404, -0.064)  0.47
H (-4.786, 0.740, 0.232)  0.56
H (-4.841, 3.150, 0.804)  0.46
H (-2.731, 4.389, 1.070)  0.48
H (-0.428, 4.503, 1.155)  0.53
H (0.344, 3.530, -0.100)  0.03
H (0.423, 3.010, 1.577)  0.10
Cl (4.735, 1.168, -0.565)  -0.11
C (3.821, 2.408, 0.296)  -0.03
Cl (2.693, 1.667, 1.402)  -0.07
C (3.011, 3.332, -0.750)  0.23
O (3.343, 4.490, -0.722)  -0.63
O (2.143, 2.757, -1.435)  -0.61
H (4.510, 3.027, 0.875)  0.47

Charge = +1
HOMO = -0.4034 Ha
Gap between HOMO and LUMO = 6.380 eV
LUMO energy = -4.60 eV

2.
DFT (the ωB97M-V functional and the def2-TZVPD basis) results for a 40-piece molecular cluster, H80O40 overall at a distorted geometry.

Each line ends with the Mulliken charge.
Element x y z (Å)
H (-0.551, 5.132, -2.407)  0.19
H (-1.053, 3.650, -2.837)  0.26
O (-0.431, 4.258, -2.327)  -0.30
H (-5.267, 3.405, 1.098)  0.28
H (-4.267, 2.808, -0.048)  0.32
O (-5.126, 2.891, 0.298)  -0.60
H (5.619, 0.655, -1.623)  0.20
H (4.846, -0.591, -1.807)  0.20
O (5.017, 0.095, -1.165)  -0.46
H (-1.051, -3.667, -1.299)  0.23
H (-0.552, -3.016, -2.533)  0.31
O (-1.186, -3.590, -2.196)  -0.73
H (-1.713, 2.890, 2.593)  0.23
H (-0.489, 3.139, 2.175)  0.01
O (-1.301, 3.549, 2.106)  -0.29
H (5.581, -0.549, 0.514)  0.46
O (5.815, 0.100, 1.301)  -0.70
H (3.200, -1.434, 0.384)  0.20
O (2.906, -2.345, -0.136)  -0.63
H (6.050, 2.889, 1.319)  0.29
H (5.331, 4.276, 0.854)  0.32
O (5.797, 3.774, 1.604)  -0.62
H (1.941, -4.018, 3.798)  0.21
H (2.134, -4.477, 2.435)  0.18
O (1.839, -3.741, 2.884)  -0.46
H (3.791, 1.924, 3.274)  0.29
H (3.915, 3.080, 4.259)  0.38
O (3.182, 2.272, 3.988)  -0.61
H (-4.034, -0.396, 4.977)  0.28
H (-3.586, -1.735, 5.421)  0.18
O (-3.512, -1.232, 4.763)  -0.43
H (2.692, 3.243, 0.869)  0.38
O (3.330, 3.197, 1.583)  -0.54
H (-4.473, 0.456, 0.175)  0.33
H (-3.982, -0.490, -0.943)  -0.13
O (-3.803, 0.477, -0.630)  -0.23
H (2.476, -0.925, -4.322)  0.27
H (3.325, 0.414, -4.387)  0.31
O (3.068, -0.297, -3.726)  -0.55
H (0.598, 2.392, -0.172)  0.07
H (2.079, 1.990, -0.438)  -0.04
O (1.439, 2.643, -0.558)  -0.06
H (-2.366, -0.877, -6.152)  0.26
H (-2.025, -2.237, -5.597)  0.30
O (-1.919, -1.573, -6.192)  -0.53
H (-0.143, -2.839, 4.586)  0.29
H (0.085, -1.589, 4.187)  0.29
O (0.188, -2.503, 3.752)  -0.51
H (-4.266, -2.652, -1.125)  0.73
H (-5.827, -2.309, -1.023)  0.29
O (-5.191, -3.004, -1.133)  -0.79
H (1.389, 4.322, -0.397)  0.33
O (2.057, 4.977, -0.030)  -0.63
H (-2.662, -2.883, -0.096)  0.24
H (-2.263, -2.466, -1.542)  0.44
O (-2.855, -2.134, -0.856)  -0.56
H (-5.001, -0.974, 2.669)  0.30
O (-5.835, -1.358, 2.549)  -0.61
H (1.819, 5.241, -3.221)  0.21
H (2.362, 4.739, -1.683)  0.35
O (1.940, 4.566, -2.603)  -0.60
H (0.824, -0.503, -3.433)  0.10
H (0.389, 0.842, -2.977)  0.32
O (0.384, 0.239, -3.770)  -0.48
H (0.938, -6.469, 0.020)  0.27
H (0.760, -5.797, -1.274)  0.29
O (1.100, -5.629, -0.363)  -0.55
H (1.228, 4.056, 2.687)  0.32
H (1.998, 4.086, 3.945)  0.24
O (1.191, 4.105, 3.521)  -0.56
H (0.794, 3.701, -4.399)  0.25
H (1.193, 3.074, -2.982)  0.43
O (0.780, 2.803, -3.992)  -0.71
H (3.184, -4.657, -1.913)  0.33
H (3.044, -5.973, -1.596)  0.35
O (3.843, -5.382, -1.684)  -0.65
H (-3.751, -4.335, 0.224)  0.33
H (-3.032, -4.360, 1.569)  0.34
O (-2.841, -4.405, 0.602)  -0.65
H (-3.593, 1.698, -3.101)  0.22
H (-2.421, 1.951, -2.269)  0.16
O (-3.339, 2.323, -2.585)  -0.52
H (-2.471, 1.114, 0.202)  0.21
H (-2.190, 0.212, 1.607)  0.04
O (-2.252, 1.038, 1.225)  -0.40
H (-2.171, 5.495, 0.790)  0.25
H (-2.405, 5.747, 2.161)  0.33
O (-2.569, 6.078, 1.269)  -0.60
H (-5.599, -1.902, -2.785)  0.27
O (-5.276, -1.118, -2.751)  -0.56
H (1.183, -2.430, 0.865)  0.17
H (0.192, -2.964, 1.787)  0.04
O (0.186, -2.364, 1.124)  -0.07
H (1.494, 5.673, 0.399)  0.28
H (4.990, 0.711, 0.849)  0.13
H (-6.198, -1.068, 1.716)  0.30
H (3.372, -3.155, 0.125)  0.29
H (3.225, 2.405, 1.907)  0.10
H (-5.578, -0.248, -2.635)  0.30
O (0.497, 0.328, 4.433)  -0.66
H (1.515, 0.284, 4.491)  0.27
H (0.176, 0.905, 3.842)  0.23
O (3.048, 0.823, 0.558)  0.30
H (3.330, 0.409, -0.269)  0.04
H (2.455, 0.317, 1.097)  -0.11
O (2.408, -1.244, 3.085)  -0.26
H (3.031, -1.672, 3.648)  0.12
H (1.776, -1.880, 2.928)  0.30
O (-2.193, 0.642, -4.498)  -0.56
H (-1.241, 0.548, -4.566)  0.40
H (-2.665, -0.178, -4.674)  0.16
O (-0.101, 0.551, -0.211)  0.25
H (-0.454, -0.381, -0.417)  -0.28
H (-0.506, 0.799, 0.658)  0.15
O (-3.154, -3.879, 3.356)  -0.66
H (-2.246, -3.448, 3.365)  0.33
H (-3.687, -3.802, 4.147)  0.25
O (2.545, -4.149, -3.397)  -0.66
H (3.568, -3.787, -3.223)  0.38
H (2.217, -3.318, -3.648)  0.27

HOMO = -0.3554 Ha
Gap between HOMO and LUMO = 8.992 eV
Energy relative to the best compared isomer or geometry (same formula, charge and spin) = 1928.0 kJ/mol
LUMO energy = -0.68 eV

3.
DFT (the ωB97M-V functional and the def2-TZVPD basis) results for C38H50F2N8O2S as an isolated structure at a distorted geometry.

Each line ends with the Mulliken charge.
Element x y z (Å)
O (-1.526, -5.204, 0.073)  -0.42
C (-1.981, -4.997, -1.016)  0.45
F (-1.309, -5.515, -2.095)  -0.28
N (-3.173, -4.175, -1.129)  0.09
C (-4.125, -4.721, -0.185)  0.40
O (-4.301, -4.390, 0.941)  -0.36
F (-4.886, -5.787, -0.677)  -0.31
C (-2.908, -2.753, -0.907)  0.22
C (-1.543, -2.185, -0.576)  -0.12
C (-1.270, -0.756, -0.392)  -1.30
C (-2.482, 0.263, -0.505)  -0.30
C (-3.879, -0.351, -0.868)  0.31
C (-4.091, -1.794, -1.074)  -0.39
N (-5.407, -2.313, -1.435)  -0.28
C (-6.459, -1.851, -0.546)  0.07
C (-7.430, -2.749, 0.133)  -0.30
C (-8.499, -2.237, 1.032)  -0.52
C (-8.676, -0.776, 1.296)  -0.48
C (-7.702, 0.123, 0.621)  -0.55
C (-6.632, -0.390, -0.251)  0.66
S (-5.383, 0.694, -1.058)  -0.33
H (-0.652, -2.859, -0.455)  0.38
H (-0.227, -0.409, -0.152)  0.58
H (-2.406, 1.382, -0.402)  0.44
H (-5.609, -1.895, -2.359)  0.48
H (-7.294, -3.849, -0.059)  0.30
H (-9.196, -2.976, 1.506)  0.33
H (-9.472, -0.399, 1.981)  0.37
H (-7.828, 1.219, 0.813)  0.32
C (2.228, 0.372, -4.065)  -0.99
C (2.879, -0.900, -3.530)  -0.69
C (2.070, -1.560, -2.412)  0.54
C (1.933, -0.627, -1.261)  0.35
N (1.827, 0.097, -0.371)  -0.71
H (2.150, 1.138, -3.294)  0.14
H (2.825, 0.790, -4.879)  0.32
H (1.229, 0.168, -4.448)  0.38
H (3.883, -0.659, -3.167)  0.32
H (2.998, -1.613, -4.351)  0.39
H (2.570, -2.470, -2.073)  -0.26
H (1.073, -1.833, -2.768)  0.31
C (4.986, -4.475, 0.303)  -0.85
C (3.757, -5.216, -0.210)  -0.18
C (4.049, -6.078, -1.441)  -0.46
C (4.538, -5.221, -2.557)  0.24
N (4.916, -4.554, -3.415)  -0.45
H (5.371, -3.773, -0.441)  0.38
H (4.739, -3.897, 1.195)  -0.05
H (5.786, -5.173, 0.564)  0.37
H (2.977, -4.486, -0.447)  0.02
H (3.367, -5.854, 0.587)  0.35
H (3.142, -6.595, -1.761)  0.31
H (4.806, -6.832, -1.212)  0.33
C (2.123, 5.137, -2.977)  -0.33
C (1.582, 5.380, -4.381)  -0.51
C (0.168, 4.828, -4.575)  -0.35
C (0.162, 3.355, -4.355)  0.20
N (0.157, 2.216, -4.182)  -0.41
H (2.211, 4.070, -2.758)  0.18
H (3.121, 5.572, -2.873)  0.38
H (1.472, 5.592, -2.226)  -0.32
H (2.261, 4.925, -5.108)  0.32
H (1.575, 6.455, -4.579)  0.32
H (-0.182, 5.036, -5.588)  0.30
H (-0.526, 5.296, -3.873)  0.22
C (6.879, -0.969, 5.157)  -1.14
C (6.343, -0.737, 3.748)  -0.43
C (4.937, -1.306, 3.543)  -0.22
C (4.944, -2.778, 3.767)  0.21
N (4.950, -3.921, 3.953)  -0.48
H (6.976, -2.034, 5.380)  0.35
H (7.869, -0.523, 5.265)  0.33
H (6.220, -0.520, 5.905)  0.30
H (7.032, -1.187, 3.028)  0.28
H (6.325, 0.337, 3.546)  0.31
H (4.593, -1.103, 2.527)  0.21
H (4.231, -0.843, 4.237)  0.30
C (-2.737, -0.095, 4.612)  -1.14
C (-3.942, -0.854, 4.067)  -0.63
C (-3.601, -1.721, 2.852)  -0.24
C (-3.094, -0.875, 1.747)  0.24
N (-2.698, -0.228, 0.876)  0.01
H (-2.337, 0.608, 3.876)  0.32
H (-3.020, 0.485, 5.492)  0.36
H (-1.938, -0.782, 4.901)  0.29
H (-4.724, -0.137, 3.801)  0.31
H (-4.347, -1.493, 4.856)  0.38
H (-4.490, -2.255, 2.505)  0.15
H (-2.840, -2.464, 3.109)  0.37
C (0.967, 9.597, 0.576)  -1.13
C (0.779, 8.361, 1.448)  -0.43
C (1.210, 7.068, 0.749)  -0.40
C (0.399, 6.858, -0.481)  0.24
N (-0.228, 6.695, -1.433)  -0.49
H (0.351, 9.552, -0.325)  0.35
H (0.675, 10.496, 1.123)  0.33
H (2.012, 9.708, 0.273)  0.30
H (-0.273, 8.290, 1.741)  0.29
H (1.360, 8.480, 2.365)  0.31
H (1.069, 6.215, 1.416)  0.32
H (2.266, 7.113, 0.476)  0.29

HOMO = -0.2175 Ha
Gap between HOMO and LUMO = 6.297 eV
LUMO energy = 0.38 eV

4.
DFT (the ωB97M-V functional and the def2-TZVPD basis) results for C31H59B2Br6ClF6IN5Na2O6S as an isolated structure at a distorted geometry.

Each line ends with the Mulliken charge.
Element x y z (Å)
C (-5.668, 0.678, 0.687)  -1.08
C (-5.210, 0.887, 2.114)  -0.76
C (-3.830, 0.292, 2.454)  0.34
O (-3.019, 0.045, 1.325)  -0.24
C (-2.439, 1.181, 0.739)  -1.42
C (-0.909, 1.117, 0.850)  -1.73
N (-0.282, 1.655, -0.377)  0.73
C (1.203, 1.369, -0.425)  -1.69
C (1.636, 1.792, -1.820)  -1.23
C (1.707, 3.312, -1.946)  -0.37
C (1.249, 3.835, -3.284)  -1.22
N (-0.219, 3.896, -3.233)  -0.50
C (1.830, 2.173, 0.698)  1.58
C (3.359, 2.026, 0.611)  -1.24
C (3.768, 0.694, 1.217)  -1.71
C (3.254, -0.510, 0.480)  1.21
C (4.015, -1.790, 0.664)  -0.95
C (2.881, -2.793, 0.771)  -0.29
C (2.247, -3.025, -0.592)  0.93
C (1.239, -4.156, -0.668)  -1.23
C (-0.192, -3.666, -0.438)  -0.45
C (-0.802, -3.004, -1.647)  -0.02
C (-1.106, -3.917, -2.799)  -0.54
O (-0.815, -3.109, -3.945)  -0.06
C (-1.751, -3.277, -4.937)  -1.01
C (1.258, 1.652, 2.022)  -1.56
I (2.274, 2.574, 3.697)  0.15
C (-0.276, 1.672, 2.174)  2.59
C (-0.888, 2.979, 2.624)  -0.94
C (-0.994, 4.064, 1.600)  -0.34
N (-1.981, 4.849, 1.676)  -0.70
N (-0.526, 0.552, 3.102)  -0.71
C (-0.678, 0.564, 4.298)  0.63
S (-0.885, 0.387, 5.830)  -0.60
H (-4.887, 0.785, -0.045)  0.20
H (-6.166, -0.267, 0.554)  0.34
H (-6.411, 1.427, 0.461)  0.38
H (-5.917, 0.391, 2.762)  0.47
H (-5.225, 1.927, 2.406)  0.33
H (-3.974, -0.670, 2.932)  0.23
H (-3.361, 0.925, 3.200)  -0.05
H (-2.646, 1.116, -0.326)  0.46
H (-2.886, 2.106, 1.076)  0.49
H (-0.664, 0.064, 0.876)  0.22
H (-0.471, 2.636, -0.583)  0.81
H (-0.675, 1.143, -1.168)  0.84
H (1.276, 0.311, -0.254)  0.04
H (2.555, 1.327, -2.123)  0.69
H (0.890, 1.445, -2.525)  0.93
H (1.084, 3.810, -1.211)  0.22
H (2.718, 3.652, -1.775)  0.32
H (1.588, 3.265, -4.134)  0.48
H (1.636, 4.838, -3.421)  0.46
H (-0.456, 4.622, -2.572)  0.19
H (-0.594, 4.204, -4.124)  0.27
H (1.605, 3.222, 0.580)  0.71
H (3.920, 2.824, 1.086)  0.09
H (3.649, 2.080, -0.424)  0.71
H (4.848, 0.666, 1.282)  0.48
H (3.416, 0.568, 2.228)  0.24
H (2.321, -0.731, 0.986)  -0.70
H (3.049, -0.316, -0.560)  0.43
H (4.550, -1.800, 1.609)  0.42
H (4.698, -2.000, -0.146)  0.47
H (3.201, -3.722, 1.220)  0.73
H (2.116, -2.290, 1.394)  -0.89
H (1.803, -2.065, -0.854)  -0.45
H (3.040, -3.229, -1.297)  -0.01
H (1.367, -4.578, -1.649)  0.42
H (1.469, -4.875, 0.101)  0.59
H (-0.234, -2.964, 0.386)  0.19
H (-0.762, -4.556, -0.199)  0.44
H (-1.715, -2.495, -1.339)  0.13
H (-0.113, -2.270, -2.045)  -0.01
H (-0.506, -4.849, -2.812)  -0.21
H (-2.133, -4.244, -2.814)  0.63
H (-2.777, -3.245, -4.595)  0.37
H (-1.603, -2.470, -5.643)  0.11
H (-1.547, -4.240, -5.425)  0.43
H (1.522, 0.605, 2.073)  0.00
H (-0.406, 3.394, 3.498)  0.59
H (-1.904, 2.774, 2.914)  0.31
H (-0.280, 4.187, 0.793)  0.43
H (-1.950, 5.549, 0.943)  0.30
Br (-1.013, -6.918, -3.412)  -0.85
N (-2.552, -2.493, 6.876)  -0.27
H (-2.337, -2.982, 7.744)  0.41
H (-1.924, -1.696, 6.760)  0.08
H (-2.426, -3.133, 6.076)  0.17
H (-3.515, -2.166, 6.895)  0.39
B (1.367, 0.892, -7.618)  0.52
O (0.844, 1.458, -8.896)  -0.52
C (0.041, 2.468, -8.635)  0.42
O (-0.538, 3.140, -9.437)  -0.58
C (-0.025, 2.646, -7.099)  0.64
O (-0.669, 3.489, -6.533)  -0.62
O (0.738, 1.737, -6.537)  -0.31
F (2.743, 0.993, -7.581)  -0.29
F (0.981, -0.419, -7.492)  -0.22
Br (-5.195, -4.323, 4.937)  -0.20
C (-4.631, -4.110, 3.077)  -0.52
C (-3.141, -4.233, 2.905)  -0.45
Br (-2.180, -2.645, 3.482)  -0.10
H (-5.013, -3.150, 2.749)  0.21
H (-5.145, -4.905, 2.542)  0.48
H (-2.899, -4.338, 1.850)  0.20
H (-2.716, -5.065, 3.455)  0.47
Na (-0.219, -2.582, -7.093)  0.94
B (3.818, -3.836, -3.973)  0.56
F (3.426, -2.528, -3.588)  -0.38
F (4.040, -4.604, -2.831)  -0.41
F (2.802, -4.401, -4.762)  -0.40
F (5.002, -3.750, -4.729)  -0.38
Na (4.332, 4.186, 3.460)  0.73
C (3.519, 6.585, 8.018)  -0.42
Br (3.074, 5.360, 9.421)  0.03
Br (3.169, 5.804, 6.272)  0.07
Br (2.623, 8.264, 8.208)  0.03
H (4.580, 6.771, 8.072)  0.36
Cl (1.113, -1.848, 3.342)  -0.58

HOMO = -0.1818 Ha
Gap between HOMO and LUMO = 1.842 eV
LUMO energy = -3.11 eV

5.
DFT (the ωB97M-V functional and the def2-TZVPD basis) results for a single C5H7ClS molecule at a distorted geometry.

Each line ends with the Mulliken charge.
Element x y z (Å)
C (2.194, 0.519, -0.124)  -0.29
C (1.214, 1.410, 0.091)  -0.28
C (-0.274, 1.141, 0.302)  -0.45
C (-1.030, 0.126, 1.207)  -0.39
C (-0.871, 0.466, -1.058)  -0.38
H (3.230, 0.814, -0.292)  0.38
H (1.774, 2.419, -0.106)  0.18
H (-0.721, 2.083, 0.333)  0.50
H (-0.181, -0.667, 1.366)  0.19
H (-1.669, 0.448, 2.162)  0.32
H (-1.504, 1.027, -1.868)  0.29
H (-0.077, -0.034, -1.519)  0.31
S (-2.153, -0.473, -0.164)  -0.15
Cl (1.541, -1.205, 0.002)  -0.22

HOMO = -0.3101 Ha
Gap between HOMO and LUMO = 9.113 eV
Energy relative to the best compared isomer or geometry (same formula, charge and spin) = 245.4 kJ/mol
LUMO energy = 0.67 eV